{
  "formula": "C13H21BBrIN2O3PS",
  "method": "ωB97M-V/def2-TZVPD",
  "homo_ha": -0.183,
  "charge": -1,
  "elements": ["O", "P", "I", "C", "S", "C", "O", "B", "C", "C", "C", "Br", "O", "H", "H", "H", "H", "H", "H", "H", "H", "H", "H", "H", "N", "C", "C", "C", "C", "H", "H", "H", "H", "H", "N", "C", "C", "C", "C", "H", "H", "H", "H", "H"],
  "positions_angstrom": [[0.8702, 4.1312, -1.2588], [0.1577, 2.5430, -1.6031], [1.2036, 1.8623, -3.7281], [-1.7343, 2.7603, -1.7447], [-2.3475, 4.4790, -2.2340], [-2.2957, 1.7912, -2.9835], [-2.0390, 0.4974, -2.3314], [-2.8000, 0.6408, -1.0397], [-2.4026, -0.5423, 0.0804], [-1.0782, -1.3375, -0.4682], [-0.5143, -2.5134, 0.5380], [0.8868, -3.5215, -0.5486], [-2.4837, 2.0605, -0.6489], [1.3216, 3.9693, -0.3562], [-1.7190, 5.4518, -1.4099], [-3.4410, 2.0701, -2.9996], [-1.8480, 2.0231, -4.0394], [-3.9200, 0.5040, -1.4415], [-2.2756, -0.0620, 1.1422], [-3.3476, -1.2654, 0.1609], [-0.2296, -0.5554, -0.6805], [-1.4015, -1.8931, -1.4730], [0.0619, -2.1110, 1.4737], [-1.3386, -3.3156, 0.8013], [3.3001, -7.3034, -0.1058], [4.5306, -7.8313, 0.1868], [5.4299, -6.7920, 0.2736], [4.7153, -5.5947, 0.0306], [3.4020, -5.9396, -0.1978], [2.4497, -7.8366, -0.2331], [4.6610, -8.8985, 0.3063], [6.4861, -6.8860, 0.4899], [5.1155, -4.5891, 0.0236], [2.5338, -5.3331, -0.4186], [-0.9454, 4.9827, 3.7862], [-1.2742, 3.8726, 3.0527], [-1.2216, 4.2124, 1.7193], [-0.8418, 5.5739, 1.6459], [-0.6750, 6.0237, 2.9365], [-0.9073, 5.0267, 4.7962], [-1.5185, 2.9387, 3.5411], [-1.4326, 3.5509, 0.8892], [-0.7042, 6.1627, 0.7482], [-0.3891, 6.9933, 3.3221]],
  "forces_ev_per_angstrom": [[-0.3, -2.1, 1.2], [0.5, 0.7, 2.2], [-0.3, 0.5, -0.2], [-2.4, -1.3, -1.3], [0.7, 0.0, 1.1], [0.0, 0.5, 1.4], [0.0, 2.0, -2.0], [0.6, -0.6, -0.7], [-0.1, -0.7, 0.4], [-0.6, -0.6, 0.4], [-0.8, 0.8, -0.2], [-0.8, 0.5, 0.6], [2.4, 2.4, -1.0], [-1.1, 0.4, -2.1], [-0.4, -1.6, -0.7], [1.9, -0.8, -0.1], [-0.5, -1.0, 2.1], [-1.1, 0.2, 0.5], [0.1, -0.9, -1.8], [2.1, 1.2, -0.1], [-1.6, -1.7, 0.3], [0.9, 1.4, 2.1], [-1.3, -0.9, -1.8], [1.8, 1.8, -0.5], [0.1, 0.0, 0.0], [0.1, -0.1, 0.0], [0.0, -0.4, 0.1], [-0.3, 0.1, -0.1], [0.0, 0.1, -0.1], [0.3, 0.3, 0.1], [0.0, 0.2, 0.0], [-0.2, 0.0, 0.0], [-0.1, -0.2, 0.0], [0.3, -0.2, 0.1], [0.1, 0.1, 0.2], [0.0, -0.1, -0.2], [0.0, -0.4, 0.2], [0.1, 0.3, 0.3], [0.0, 0.2, 0.0], [0.0, 0.0, -0.4], [0.0, 0.1, -0.1], [-0.1, 0.0, 0.2], [0.0, -0.1, 0.1], [-0.1, -0.1, -0.1]]
}


{
  "formula": "C13H21BNO11Si",
  "method": "ωB97M-V/def2-TZVPD",
  "homo_ha": -0.257,
  "charge": -1,
  "elements": ["C", "Si", "C", "C", "O", "C", "O", "O", "C", "C", "C", "C", "C", "N", "H", "H", "H", "H", "H", "H", "H", "H", "H", "H", "H", "H", "H", "H", "H", "H", "H", "H", "H", "H", "H", "B", "O", "C", "O", "C", "O", "O", "O", "C", "O", "C", "O", "O"],
  "positions_angstrom": [[-2.4740, 0.5395, 1.3372], [-3.0666, 1.6013, -0.1538], [-4.8841, 2.1135, 0.2804], [-2.1007, 3.2416, -0.3337], [-3.1905, 0.6784, -1.6235], [-1.9802, 0.5569, -2.2733], [-0.8761, 0.7844, -1.7874], [-2.0602, 0.0813, -3.6104], [-1.9484, -1.3890, -3.4703], [-0.4538, -1.7670, -3.9092], [0.4849, -2.1565, -2.6896], [1.9799, -1.7463, -3.0972], [3.0303, -2.0203, -1.9372], [4.3555, -2.2785, -2.5838], [-2.3665, -0.5531, 1.0317], [-1.5321, 0.9281, 1.8176], [-3.2815, 0.5434, 2.1423], [-5.5266, 1.8884, -0.6357], [-5.2784, 1.4694, 1.1155], [-4.9514, 3.2212, 0.4688], [-2.0241, 3.5508, -1.4281], [-1.0246, 3.0572, -0.0040], [-2.5085, 4.0860, 0.2907], [-2.7397, -1.9259, -4.0735], [-2.0526, -1.6499, -2.3674], [-0.5384, -2.6466, -4.6131], [-0.0025, -0.8609, -4.4173], [0.4492, -3.2668, -2.4516], [0.2531, -1.6124, -1.7289], [2.2701, -2.3267, -4.0346], [2.0191, -0.6390, -3.3370], [2.6868, -2.9639, -1.4053], [3.0932, -1.1720, -1.2002], [4.2692, -3.0583, -3.2411], [5.0234, -2.5061, -1.8347], [2.0737, 0.6313, 4.2889], [1.0651, -0.3285, 3.8020], [1.3869, -0.6440, 2.5489], [0.7653, -1.4093, 1.8552], [2.6113, 0.0883, 2.1580], [3.1632, 0.0249, 1.0886], [3.0204, 0.8407, 3.1773], [1.4428, 1.9010, 4.6929], [1.7327, 2.1000, 5.9785], [1.3675, 3.0507, 6.6220], [2.5612, 0.9788, 6.4727], [2.9915, 0.8529, 7.5909], [2.7655, 0.1110, 5.4820]],
  "forces_ev_per_angstrom": [[-0.3, -0.6, 0.1], [-0.7, 0.8, 1.8], [-0.3, -0.6, -1.2], [1.3, -0.1, -0.6], [2.2, 0.4, -0.8], [1.2, -0.1, -0.5], [-2.7, -0.1, -0.5], [-1.1, -0.4, 2.6], [1.4, -0.4, 0.2], [-0.8, -0.4, 0.7], [1.1, 0.4, -0.4], [-0.2, -0.1, 0.7], [-0.7, -1.0, -0.9], [-0.3, 0.4, 0.9], [0.2, 1.4, 0.4], [-0.8, -0.6, -0.6], [1.0, 0.1, -1.0], [0.6, 0.4, 1.1], [0.3, 1.0, -0.7], [0.0, -1.2, 0.1], [-0.2, -0.2, 1.4], [-1.3, 0.3, -0.4], [0.2, -1.0, -0.7], [0.8, 0.9, 0.6], [-0.2, 0.1, -1.4], [0.4, 1.0, 0.5], [-0.7, -1.2, 0.4], [0.0, 1.3, -0.4], [-0.1, -0.4, -1.1], [-0.2, 0.7, 1.1], [-0.2, -1.3, 0.1], [0.2, 1.1, -0.2], [-0.1, -0.9, -0.8], [0.1, 0.2, 0.5], [-0.3, -0.1, -0.7], [0.0, 0.0, 0.1], [0.5, 0.1, -0.5], [-2.1, -1.4, 0.5], [0.3, 0.3, 0.1], [2.1, 1.2, -0.8], [-0.3, -0.1, 0.3], [-0.5, -0.5, -0.2], [0.3, -0.3, 0.5], [-1.4, 2.1, -0.6], [0.2, -0.4, -0.1], [1.5, -1.8, 1.1], [-0.2, 0.2, -0.4], [-0.3, 0.6, 0.1]]
}


{
  "formula": "C13H21Cl6F2NO8",
  "method": "ωB97M-V/def2-TZVPD",
  "e_above_lowest_kcal_mol": 63.32,
  "homo_ha": -0.394,
  "elements": ["C", "N", "O", "O", "H", "H", "H", "C", "C", "O", "C", "O", "O", "F", "H", "H", "H", "C", "C", "O", "C", "O", "O", "F", "H", "H", "H", "Cl", "C", "C", "Cl", "H", "H", "H", "H", "Cl", "C", "C", "Cl", "H", "H", "H", "H", "Cl", "C", "C", "Cl", "H", "H", "H", "H"],
  "positions_angstrom": [[1.1041, -1.6927, -1.4244], [1.4956, -0.5045, -2.2378], [0.6824, 0.4448, -2.4485], [2.6458, -0.5317, -2.6040], [1.4788, -2.6361, -1.8216], [0.0153, -1.7223, -1.3827], [1.5913, -1.5376, -0.4617], [-3.9737, 1.7421, -3.9009], [-4.5554, 1.4172, -5.2458], [-4.0381, 0.1406, -5.5205], [-3.8413, -0.5146, -4.3294], [-3.6605, -1.6918, -4.1775], [-3.7759, 0.4501, -3.3728], [-4.2034, 2.4581, -5.9222], [-4.6758, 2.3824, -3.3669], [-2.9829, 2.1913, -3.9679], [-5.6448, 1.4537, -5.2439], [-0.9039, 3.7123, 3.2054], [0.0919, 3.4585, 2.1022], [1.1083, 2.7470, 2.7181], [1.1218, 3.1526, 4.0138], [2.0700, 3.0049, 4.7721], [-0.0513, 3.8061, 4.3685], [0.4523, 4.6714, 1.7306], [-1.5861, 2.9094, 3.4849], [-1.3862, 4.6781, 3.0545], [-0.2794, 2.9124, 1.2351], [1.7007, -3.2169, 8.5586], [0.9022, -2.4164, 7.2932], [1.5702, -2.9293, 5.9724], [0.9013, -1.9773, 4.6808], [0.8571, -1.3305, 7.3771], [-0.1576, -2.6412, 7.4130], [1.3113, -3.9664, 5.7590], [2.6376, -2.7226, 5.8950], [3.1468, 5.3968, -2.6666], [2.1466, 5.3007, -4.1588], [0.8047, 6.1088, -4.1369], [-0.1403, 5.8277, -5.6430], [1.9544, 4.2406, -4.3244], [2.8249, 5.6093, -4.9543], [1.0268, 7.1746, -4.0837], [0.1037, 6.1641, -3.3041], [0.0854, -6.0270, 0.8607], [0.9874, -7.3374, 1.5531], [1.5238, -8.2170, 0.3790], [2.9304, -7.5215, -0.4264], [0.3048, -7.9480, 2.1441], [1.7229, -6.7640, 2.1174], [0.7617, -8.5145, -0.3413], [1.7940, -9.1942, 0.7793]],
  "forces_ev_per_angstrom": [[-0.9, 0.1, 0.3], [-0.9, 1.4, -0.6], [1.8, -2.6, 0.7], [-0.1, 0.5, -0.3], [0.2, 0.5, -0.4], [0.2, 0.1, 0.3], [-0.3, 0.0, 0.1], [0.0, -0.9, 0.4], [-0.9, -0.4, 3.2], [-0.4, -0.4, -1.2], [1.0, 0.1, 0.2], [-0.5, 1.9, -0.3], [-0.4, -1.4, 1.6], [1.5, 1.9, -4.0], [0.2, -0.4, 0.6], [-0.2, 0.3, -0.3], [-0.2, -0.8, -0.1], [-0.5, -0.2, 1.4], [-2.2, -1.6, 0.1], [0.2, 0.4, 0.2], [2.2, 0.5, 3.2], [-2.6, 0.2, -2.0], [1.6, -0.8, -1.2], [1.6, 1.8, -1.1], [-0.3, 0.0, -0.8], [-0.2, -0.3, 0.1], [0.2, -0.1, 0.1], [1.1, -0.7, 2.0], [-0.6, 0.1, -1.8], [-0.9, 0.7, 0.8], [-0.7, 0.7, -1.4], [1.0, 0.0, 0.0], [0.0, -0.6, -0.7], [0.3, 0.0, 0.3], [-0.1, -0.4, 0.7], [-0.5, 0.2, -0.1], [-0.8, -0.4, 0.1], [0.9, 1.3, 0.0], [0.4, -0.1, 0.4], [-0.1, 0.1, 0.1], [-0.5, 0.4, 0.0], [0.5, 0.1, -0.8], [0.2, -1.7, 0.3], [-1.2, 1.2, -0.6], [0.4, -0.7, -1.3], [-0.1, -0.6, 1.5], [0.0, 0.1, -0.1], [0.3, 0.2, 0.2], [0.4, -1.1, 0.2], [-0.2, 0.8, -0.1], [0.5, 0.1, 0.3]]
}


Here are the calculated E_LUMO numbers, same order: 2.5; 2.5; 0.0 (eV).
Here are the calculated strongest force on any atom numbers, same order: 3.5; 2.8; 4.7 (eV Å⁻¹).
Here are the calculated HOMO-LUMO gap numbers, same order: 0.2743; 0.3483; 0.3946 (hartree).